[1]
ORCA calculation (the ωB97M-V functional and the def2-TZVPD basis) on a single C3H6N2O2 molecule at a distorted geometry.

CARTESIAN COORDINATES (ANGSTROEM)
N 2.04 0.32 -0.35
C 0.98 0.22 0.64
C 0.07 -0.75 -0.04
O 0.33 -1.92 -0.22
N -1.02 -0.10 -0.68
C -1.91 0.35 0.29
O -1.59 0.61 1.43
H 2.33 -0.60 -0.68
H 1.86 0.98 -1.11
H 0.54 1.20 0.79
H 1.27 -0.12 1.65
H -1.41 -0.57 -1.50
H -2.95 0.37 -0.05

## Properties
SMILES string: NCC(=O)NC=O
E_HOMO, Eh: -0.3437
Electronic energy, hartree: -377.89857
Energy relative to the best compared isomer or geometry (same formula, charge and spin), kJ/mol: 159.54
Orbital gap, Ha: 0.3688
LUMO level, Ha: 0.025



[2]
ORCA calculation (the ωB97M-V functional and the def2-TZVPD basis) on a molecular structure, C12H16Be2N3O at a distorted geometry.

CARTESIAN COORDINATES (ANGSTROEM)
Be -1.42 -6.69 2.02
Be 1.20 3.52 -0.56
O -0.67 -7.79 2.71
H 2.33 5.55 -0.01
N 1.20 1.89 -0.28
C 2.52 1.39 -0.77
C 2.64 0.13 -0.33
C 1.40 -0.27 0.49
C 0.53 0.81 0.57
H 0.63 1.73 -1.24
H 3.22 1.97 -1.32
H 3.38 -0.61 -0.47
H 1.42 -1.10 1.27
H -0.56 0.86 0.74
N 1.22 3.48 -3.46
C 0.72 4.67 -3.19
C 0.89 5.07 -1.75
C -0.06 5.15 -0.72
C 0.39 4.63 0.46
H 1.20 3.33 -4.44
H 0.68 5.36 -4.13
H 1.73 6.05 -1.91
H -1.08 5.52 -0.78
H 0.02 5.06 1.35
N -3.39 -5.48 1.63
C -2.90 -4.29 2.37
C -1.50 -4.47 2.36
C -1.44 -5.16 0.96
C -2.56 -5.55 0.52
H -4.27 -5.87 1.84
H -3.53 -3.76 3.15
H -0.69 -3.97 2.95
H -0.37 -5.46 0.59
H -2.88 -5.74 -0.58

## Properties
E_HOMO, Eh: -0.6303
Electronic energy, hartree: -734.18490
Total charge: +3
Orbital gap, Ha: 0.0474
LUMO level, Ha: -0.583



[3]
ORCA calculation (the ωB97M-V functional and the def2-TZVPD basis) on 4 unconnected molecules or ions with the total composition C18H41N3O16P3S2 at a distorted geometry.

CARTESIAN COORDINATES (ANGSTROEM)
C -5.03 -0.71 2.93
C -4.14 0.46 2.29
C -5.07 1.23 1.30
O -4.37 1.79 0.15
C -4.03 0.80 -0.75
O -4.85 0.18 -1.34
C -2.50 0.57 -0.89
S -2.07 -0.22 -2.53
N -0.34 -0.40 -2.39
C 0.48 -1.52 -2.50
N 1.70 -1.05 -2.27
N 1.61 0.24 -2.02
C 0.34 0.74 -2.09
O -3.65 1.30 3.35
C -2.49 0.84 3.89
O -2.22 -0.31 4.02
C -1.43 1.86 4.45
S -1.84 3.62 4.12
H -5.21 -0.47 4.00
H -4.38 -1.62 2.88
H -5.95 -0.92 2.35
H -3.26 0.01 1.78
H -5.91 0.62 0.91
H -5.52 2.08 1.87
H -2.03 1.58 -0.88
H -2.09 -0.11 -0.11
H 0.12 -2.55 -2.73
H 2.37 0.87 -1.78
H -0.02 1.77 -1.94
H -0.44 1.54 4.02
H -1.36 1.69 5.55
H -1.81 4.19 5.38
C 3.00 -6.14 -2.77
O 2.62 -5.64 -4.03
P 1.09 -5.70 -4.72
O 0.55 -4.53 -3.93
O 0.76 -7.11 -3.92
C 1.52 -8.29 -4.14
O -0.29 -5.88 -5.67
C -1.44 -6.51 -5.13
H 3.75 -5.46 -2.35
H 2.16 -6.22 -2.08
H 3.49 -7.11 -2.88
H 1.91 -8.64 -3.19
H 2.35 -8.13 -4.83
H 0.87 -9.08 -4.53
H -1.67 -6.14 -4.13
H -1.31 -7.59 -5.11
H -2.28 -6.29 -5.79
C 1.34 0.30 -5.68
O 1.23 0.52 -7.06
P 2.22 1.53 -8.00
O 3.35 0.54 -8.10
O 2.48 2.55 -6.71
C 1.40 3.24 -6.09
O 2.90 2.64 -9.08
C 3.95 3.49 -8.64
H 1.08 -0.74 -5.49
H 2.35 0.49 -5.31
H 0.60 0.91 -5.15
H 1.40 3.00 -5.03
H 0.44 2.98 -6.52
H 1.57 4.32 -6.18
H 4.70 2.93 -8.08
H 3.55 4.30 -8.04
H 4.41 3.92 -9.53
C 0.61 1.46 7.95
O -0.30 2.42 8.45
P 0.06 4.00 8.93
O 0.10 4.56 7.52
O 1.58 3.53 9.39
C 1.79 2.57 10.42
O 0.26 5.50 9.68
C 1.55 6.10 9.73
H 0.09 0.87 7.20
H 1.49 1.92 7.51
H 0.89 0.77 8.75
H 2.40 1.76 10.02
H 0.85 2.16 10.79
H 2.35 3.03 11.24
H 2.05 6.04 8.76
H 2.16 5.62 10.50
H 1.42 7.14 10.01

## Properties
E_HOMO, Eh: -0.3985
Electronic energy, hartree: -3898.45685
Total charge: +1
Orbital gap, Ha: 0.2337
LUMO level, Ha: -0.165